Below is 5 unconnected molecules or ions with the total composition C42H61BrCl2F12N2O16P3 at a distorted geometry, with properties calculated with ωB97M-V with the def2-TZVPD basis set.

```
139
Properties=species:S:1:pos:R:3
C 8.068 2.600 3.643
C 7.432 1.885 2.704
C 7.620 0.400 2.526
O 8.693 0.018 2.122
O 6.631 -0.525 2.805
C 5.628 -0.568 1.767
C 5.166 -2.001 1.568
C 3.779 -2.111 0.882
C 2.727 -1.360 1.751
C 1.397 -2.112 1.949
C 0.086 -1.435 1.511
N -0.147 -0.017 1.971
C -0.963 0.093 3.253
N -0.199 -0.733 4.214
C -0.726 -2.027 4.693
C 0.346 -0.052 5.392
C -0.410 0.229 6.690
O 1.494 0.331 5.320
P -2.743 -0.641 3.271
O -3.750 0.110 2.227
Br -3.631 0.100 5.216
C -0.905 1.549 3.712
C -1.491 2.492 2.595
C -1.655 3.865 3.316
C -0.512 2.504 1.352
C -1.329 3.208 0.200
C -1.446 4.726 0.137
C -0.500 5.546 -0.444
C -0.610 6.900 -0.544
C -1.723 7.540 -0.057
C -2.712 6.751 0.479
C -2.594 5.385 0.573
C -3.838 4.701 1.125
P 1.124 3.233 1.781
O 1.109 3.976 3.032
O 1.793 4.198 0.686
O 2.226 2.032 2.035
C -0.382 0.977 0.898
Cl -1.848 0.398 -0.032
P 1.039 0.774 -0.455
O 1.284 2.194 -1.209
Cl 0.400 -0.413 -2.037
H 8.609 3.512 3.397
H 8.054 2.313 4.695
H 6.788 2.450 2.026
H 4.836 0.135 2.060
H 6.082 -0.166 0.848
H 5.945 -2.551 1.037
H 5.051 -2.436 2.568
H 3.874 -1.665 -0.114
H 3.558 -3.180 0.858
H 3.195 -1.253 2.737
H 2.657 -0.346 1.360
H 1.451 -3.038 1.363
H 1.354 -2.458 2.983
H -0.711 -2.078 1.897
H -0.006 -1.580 0.434
H 0.784 0.253 2.353
H 0.117 -2.503 5.221
H -1.007 -2.764 3.944
H -1.494 -1.977 5.474
H -1.278 -0.399 6.873
H 0.304 0.033 7.493
H -0.615 1.300 6.719
H -4.195 0.881 2.608
H -1.490 1.761 4.605
H 0.098 1.967 3.872
H -2.489 2.181 2.296
H -1.139 3.847 4.281
H -1.246 4.721 2.790
H -2.709 3.995 3.576
H -2.370 2.905 0.279
H -1.040 2.881 -0.803
H 0.391 5.110 -0.883
H 0.175 7.486 -1.009
H -1.866 8.613 -0.089
H -3.612 7.248 0.826
H -3.678 3.669 1.440
H -4.269 5.231 1.975
H -4.559 4.648 0.301
H 2.533 3.776 0.230
H 2.742 1.851 1.234
H 1.418 2.069 -2.164
C -0.038 2.968 -8.705
C -0.757 1.767 -8.130
O 0.085 1.050 -7.198
C 0.178 1.562 -5.986
O -0.360 2.553 -5.588
C 1.064 0.666 -5.113
F 2.192 0.312 -5.725
F 0.429 -0.468 -4.774
F 1.420 1.282 -3.970
H 0.908 2.667 -9.156
H -0.653 3.452 -9.462
H 0.193 3.699 -7.930
H -0.994 1.061 -8.922
H -1.695 2.047 -7.652
C 7.854 0.027 -5.206
C 7.906 0.530 -3.780
O 6.631 1.072 -3.370
C 5.711 0.192 -3.017
O 5.832 -0.996 -3.006
C 4.440 0.923 -2.568
F 4.088 1.897 -3.412
F 4.606 1.497 -1.358
F 3.401 0.087 -2.464
H 7.511 0.816 -5.877
H 8.840 -0.306 -5.528
H 7.160 -0.807 -5.307
H 8.619 1.347 -3.699
H 8.225 -0.249 -3.088
C -3.208 -1.462 -2.172
C -2.560 -2.728 -2.691
O -3.473 -3.836 -2.646
C -4.363 -3.895 -3.634
O -4.461 -3.115 -4.532
C -5.235 -5.147 -3.474
F -5.667 -5.290 -2.210
F -4.548 -6.253 -3.788
F -6.304 -5.108 -4.259
H -3.612 -1.621 -1.170
H -2.485 -0.655 -2.142
H -4.039 -1.155 -2.807
H -1.720 -3.005 -2.054
H -2.171 -2.596 -3.701
C -7.388 -7.169 -0.821
C -6.436 -6.956 0.336
O -7.128 -6.984 1.599
C -7.418 -8.190 2.076
O -7.159 -9.230 1.551
C -8.109 -8.058 3.439
F -9.075 -7.131 3.417
F -7.226 -7.696 4.384
F -8.660 -9.204 3.820
H -8.202 -6.443 -0.786
H -6.868 -7.069 -1.765
H -7.841 -8.160 -0.784
H -5.983 -5.969 0.265
H -5.627 -7.686 0.331
```

Its charge is +1. The HOMO energy is -10.804 eV. The energy relative to the best compared isomer or geometry (same formula, charge and spin) is 51.1 kcal per mole.

=====

Below is a molecular structure, C18H39N4O7V at a distorted geometry, with properties calculated with ωB97M-V with the def2-TZVPD basis set.

```
69
Properties=species:S:1:pos:R:3
V -0.392 0.556 0.143
C -1.569 4.426 -1.391
C -1.895 2.943 -1.840
O -1.722 2.006 -0.799
H -1.931 5.088 -2.178
H -0.483 4.501 -1.331
H -1.980 4.750 -0.435
H -1.276 2.683 -2.699
H -2.909 2.855 -2.231
C -1.569 -0.947 -3.474
C -1.080 -1.678 -2.384
O -0.747 -1.089 -1.389
N -1.064 -3.008 -2.487
C -0.343 -3.892 -1.596
H -2.035 -1.521 -4.275
H -0.589 -0.590 -3.789
H -2.256 -0.163 -3.154
H -1.937 -3.358 -2.856
H 0.733 -3.993 -1.739
H -0.872 -4.796 -1.897
H -0.546 -3.575 -0.573
C 0.775 -1.961 3.259
C 1.542 -1.386 2.074
O 0.874 -0.786 1.162
N 2.881 -1.678 2.051
C 3.647 -1.527 0.784
H 0.728 -1.145 3.980
H 1.222 -2.855 3.693
H -0.221 -2.311 2.989
H 3.442 -1.940 2.850
H 4.261 -2.381 0.499
H 4.239 -0.614 0.844
H 2.934 -1.228 0.015
C -4.105 0.651 1.714
C -3.248 -0.483 1.197
O -2.061 -0.373 1.018
N -3.932 -1.605 1.384
C -3.477 -2.844 1.038
H -4.925 0.689 0.996
H -3.605 1.601 1.903
H -4.533 0.560 2.712
H -4.839 -1.566 1.826
H -3.929 -3.587 1.695
H -2.395 -2.915 1.150
H -3.703 -3.243 0.049
C -1.183 2.411 3.492
C 0.062 2.621 2.636
O 0.157 2.135 1.510
N 1.117 3.299 3.143
C 2.418 3.449 2.422
H -1.648 1.427 3.541
H -1.939 2.944 2.915
H -1.196 2.863 4.484
H 0.944 3.720 4.045
H 3.202 4.015 2.925
H 2.251 3.775 1.395
H 2.856 2.451 2.448
O 1.547 0.817 -1.000
C 2.353 0.395 -1.857
O 3.558 0.987 -1.944
C 4.318 0.332 -2.930
C 3.577 -0.990 -3.351
C 2.152 -0.744 -2.843
H 5.360 0.182 -2.648
H 4.262 0.905 -3.857
H 4.022 -1.776 -2.741
H 3.545 -1.251 -4.409
H 1.791 -1.616 -2.296
H 1.365 -0.622 -3.586
```

Its charge is +1. The HOMO energy (spin up / spin down) is -8.483 / -9.042 eV. As for the multiplicity: 4. The energy relative to the best compared isomer or geometry (same formula, charge and spin) is 12.7 kcal per mole. The expectation value of S² is 3.75.

=====

Below is a molecular structure, C19H29N3OTaTl at a distorted geometry, with properties calculated with ωB97M-V with the def2-TZVPD basis set.

```
54
Properties=species:S:1:pos:R:3
N 2.059 -0.681 -0.969
C 3.135 -1.192 -0.330
O 4.268 -1.337 -0.824
Tl 3.714 -0.624 -2.997
Ta 0.195 -0.107 -0.835
N -1.008 -1.568 -1.404
N -0.186 1.673 -1.596
C -0.430 -2.913 -1.563
C 0.308 2.955 -1.142
C 0.739 -2.822 -2.554
C -1.384 -3.943 -2.138
C 0.095 -3.451 -0.241
C 0.315 3.971 -2.294
C -0.572 3.581 -0.035
C 1.749 2.876 -0.650
H 0.388 -2.353 -3.499
H 1.195 -3.817 -2.775
H 1.554 -2.208 -2.227
H -2.282 -4.040 -1.534
H -0.850 -4.941 -2.130
H -1.616 -3.729 -3.179
H 0.932 -2.892 0.202
H 0.424 -4.509 -0.378
H -0.703 -3.436 0.535
H 0.853 3.521 -3.165
H 0.857 4.903 -2.045
H -0.708 4.309 -2.572
H -1.607 3.704 -0.404
H -0.186 4.573 0.269
H -0.659 2.913 0.830
H 1.946 1.993 0.006
H 2.084 3.811 -0.156
H 2.395 2.765 -1.540
C -1.227 1.761 -2.665
H -1.149 0.965 -3.393
H -2.217 1.777 -2.217
H -1.131 2.582 -3.354
C -2.334 -1.290 -1.924
H -2.995 -2.094 -1.575
H -2.740 -0.381 -1.477
H -2.444 -1.174 -3.010
C -0.005 0.201 1.119
C -0.124 0.139 2.404
C -0.173 0.058 3.790
C -1.216 0.621 4.575
C -1.086 0.614 5.943
C 0.029 0.055 6.587
C 1.031 -0.528 5.793
C 0.955 -0.554 4.420
H -2.060 1.079 4.064
H -1.884 1.071 6.549
H 0.125 0.063 7.660
H 1.912 -0.976 6.266
H 1.721 -0.972 3.778
```

Its charge is +2. The HOMO energy is -13.898 eV.

=====

Below is C2H7BO2S in the gas phase at a distorted geometry, with properties calculated with ωB97M-V with the def2-TZVPD basis set.

```
13
Properties=species:S:1:pos:R:3
B -1.377 0.342 0.159
C 0.118 0.135 0.756
C 1.159 -0.731 -0.523
O -2.155 0.991 1.077
O -1.562 0.137 -1.189
S 2.833 0.124 -0.618
H 0.599 1.033 1.099
H 0.134 -0.621 1.521
H 1.380 -1.751 -0.301
H 0.762 -0.614 -1.503
H -3.038 1.347 0.689
H -2.287 -0.146 -1.696
H 3.433 -0.248 0.529
```

The HOMO energy is -8.456 eV. The energy relative to the best compared isomer or geometry (same formula, charge and spin) is 14.1 kcal per mole.

=====

Below is 8 unconnected molecules or ions with the total composition H16O8 at a distorted geometry, with properties calculated with ωB97M-V with the def2-TZVPD basis set.

```
24
Properties=species:S:1:pos:R:3
O -0.190 25.486 -17.886
H 0.022 25.985 -17.100
H 0.510 24.811 -17.966
O 4.493 26.860 -15.395
H 4.016 26.663 -14.628
H 4.102 26.223 -16.022
O 2.694 21.928 -17.087
H 1.894 22.196 -17.586
H 2.389 21.723 -16.207
O 5.510 22.017 -17.860
H 6.237 21.543 -17.487
H 4.728 21.589 -17.546
O 4.241 23.617 -13.498
H 5.077 23.172 -13.408
H 4.172 23.842 -14.419
O 3.358 24.517 -16.774
H 4.212 24.406 -17.204
H 2.966 23.648 -16.899
O 6.098 24.584 -17.332
H 6.991 24.870 -17.249
H 6.139 23.720 -17.741
O 6.578 23.005 -14.900
H 6.268 22.085 -14.955
H 6.279 23.444 -15.704
```

The HOMO energy is -10.641 eV. The energy relative to the best compared isomer or geometry (same formula, charge and spin) is 50.0 kcal per mole.

=====

Below is a gas-phase ion, C3H8F2O2P (charge +1) at a distorted geometry, with properties calculated with ωB97M-V with the def2-TZVPD basis set.

```
16
Properties=species:S:1:pos:R:3
C 0.327 -0.116 2.473
C -0.808 -0.899 -2.892
C 1.159 0.860 1.675
O 0.182 -0.713 -1.832
O 1.109 0.655 0.238
F -1.421 -0.250 0.045
F -0.778 1.540 -1.333
P -0.171 0.246 -0.723
H 0.509 -1.135 2.138
H 0.621 -0.044 3.518
H -0.734 0.108 2.405
H -0.665 -0.134 -3.655
H -1.823 -0.853 -2.500
H -0.614 -1.885 -3.310
H 2.226 0.724 1.875
H 0.881 1.896 1.877
```

Its charge is +1. The HOMO energy is -16.432 eV. The energy relative to the best compared isomer or geometry (same formula, charge and spin) is 0.0 kcal per mole.

=====

Below is a molecular structure, C25H21Br2N3O4Pt at a distorted geometry, with properties calculated with ωB97M-V with the def2-TZVPD basis set.

```
56
Properties=species:S:1:pos:R:3
Pt 10.641 7.857 12.862
Br 6.455 11.098 11.880
C 6.697 9.221 11.762
C 5.708 8.553 11.035
C 5.840 7.252 10.670
Br 4.563 6.499 9.496
C 7.010 6.495 11.110
C 7.142 5.107 10.898
C 8.178 4.423 11.436
C 9.187 5.211 12.144
N 9.081 6.486 12.290
C 8.007 7.173 11.802
C 7.838 8.582 12.191
O 8.735 9.204 12.878
H 4.879 9.155 10.672
H 6.406 4.597 10.357
H 8.248 3.313 11.363
H 10.140 4.716 12.435
N 10.915 8.720 20.073
C 9.825 8.588 19.284
O 8.689 8.447 19.670
C 10.136 8.414 17.821
C 9.155 7.850 17.050
C 9.353 7.614 15.695
N 10.483 7.881 15.099
C 11.462 8.497 15.843
C 11.303 8.767 17.171
H 10.862 8.833 21.065
H 11.796 8.987 19.661
H 8.219 7.627 17.525
H 8.501 7.348 15.043
H 12.369 8.713 15.250
H 12.121 9.235 17.686
C 9.224 6.594 7.816
C 10.282 7.132 8.779
C 11.204 6.311 9.345
C 12.053 6.747 10.358
C 13.229 5.863 10.847
C 12.008 8.045 10.794
C 11.155 8.979 10.137
C 11.119 10.463 10.442
C 10.252 8.493 9.204
C 12.980 8.682 11.822
O 14.101 9.027 11.477
O 12.456 8.767 12.992
H 8.206 6.755 8.171
H 9.430 5.583 7.614
H 9.349 7.190 6.930
H 11.238 5.255 8.997
H 12.911 4.809 10.868
H 13.627 6.105 11.845
H 14.067 5.956 10.168
H 11.098 10.600 11.522
H 10.249 11.000 10.007
H 11.978 11.032 10.066
H 9.574 9.147 8.652
```

The HOMO energy (spin up / spin down) is -7.524 / -7.616 eV. As for the multiplicity: 3. The energy relative to the best compared isomer or geometry (same formula, charge and spin) is 2.4 kcal per mole. The expectation value of S² is 2.01.

=====

Below is 5 unconnected molecules or ions with the total composition C20H48O6 at a distorted geometry, with properties calculated with ωB97M-V with the def2-TZVPD basis set.

```
74
Properties=species:S:1:pos:R:3
C -0.016 -3.691 0.415
C 1.003 -2.782 0.971
O 0.662 -1.470 0.413
C 1.522 -0.363 0.749
C 1.186 0.871 -0.134
H 0.256 -4.736 0.566
H -0.981 -3.431 0.851
H -0.074 -3.617 -0.671
H 0.806 -2.733 2.042
H 1.881 -3.271 0.550
H 1.399 0.114 1.721
H 2.565 -0.654 0.623
H 1.070 0.693 -1.203
H 1.822 1.745 0.003
H 0.210 1.258 0.161
C -7.054 1.496 -2.341
C -6.653 1.342 -0.852
O -5.592 2.252 -0.661
C -5.060 2.286 0.650
C -4.344 1.049 1.220
H -6.209 1.099 -2.904
H -7.928 0.867 -2.506
H -7.204 2.542 -2.610
H -7.439 1.456 -0.106
H -6.138 0.403 -0.648
H -4.387 3.143 0.656
H -5.927 2.542 1.259
H -5.116 0.439 1.691
H -3.711 1.413 2.029
H -3.666 0.489 0.576
C -5.717 -1.330 -7.305
C -4.207 -1.171 -7.050
O -3.789 -0.071 -6.219
C -3.620 1.162 -6.812
C -2.804 1.931 -5.836
H -6.195 -1.669 -6.386
H -6.148 -0.368 -7.583
H -5.797 -2.121 -8.051
H -3.913 -2.109 -6.580
H -3.628 -1.301 -7.965
H -3.100 1.252 -7.765
H -4.548 1.689 -7.030
H -2.791 2.974 -6.152
H -1.810 1.625 -5.511
H -3.314 2.014 -4.876
C 5.855 9.499 5.697
C 5.939 8.791 4.296
O 4.727 8.865 3.492
C 4.607 7.889 2.448
C 3.306 8.211 1.738
H 6.095 8.849 6.538
H 6.336 10.471 5.811
H 4.821 9.807 5.853
H 6.833 9.170 3.803
H 6.110 7.724 4.440
H 5.476 7.901 1.791
H 4.486 6.918 2.930
H 3.240 9.118 1.136
H 2.649 8.250 2.607
H 3.110 7.432 1.001
O 4.460 -7.580 2.969
C 4.182 -8.639 2.402
O 3.948 -9.787 2.912
C 3.776 -9.938 4.338
C 5.170 -10.290 4.935
C 4.047 -8.749 0.947
H 2.999 -10.675 4.537
H 3.578 -9.002 4.860
H 5.823 -9.431 5.089
H 5.750 -10.999 4.342
H 5.118 -10.848 5.870
H 3.005 -9.054 0.853
H 4.754 -9.398 0.432
H 4.294 -7.765 0.547
```

The HOMO energy is -9.413 eV. The energy relative to the best compared isomer or geometry (same formula, charge and spin) is 0.0 kcal per mole.